{
  "formula": "C37H35AsN2O4SW",
  "method": "ωB97M-V/def2-TZVPD",
  "elements": ["W", "C", "C", "O", "C", "C", "C", "N", "N", "C", "O", "C", "C", "C", "C", "C", "C", "H", "H", "H", "H", "H", "H", "H", "H", "H", "H", "H", "H", "C", "S", "O", "C", "C", "C", "C", "C", "C", "H", "H", "H", "H", "H", "H", "H", "H", "O", "As", "C", "C", "C", "C", "C", "C", "C", "C", "C", "C", "C", "C", "C", "C", "C", "C", "C", "C", "H", "H", "H", "H", "H", "H", "H", "H", "H", "H", "H", "H", "H", "H", "H"],
  "coordinates": [[0.104, -0.518, 0.861], [1.060, -4.618, 1.449], [0.601, -3.249, 1.796], [0.512, -2.361, 0.785], [0.331, -2.888, 3.098], [0.019, -1.575, 3.542], [0.351, -1.104, 4.894], [-0.549, -0.744, 2.646], [-0.256, 0.627, 2.902], [-0.361, 1.508, 1.940], [-0.654, 1.105, 0.676], [-0.156, 2.915, 2.178], [0.222, 3.406, 3.442], [0.351, 4.765, 3.633], [0.111, 5.649, 2.585], [-0.275, 5.171, 1.336], [-0.394, 3.816, 1.122], [1.242, -4.713, 0.379], [0.326, -5.363, 1.769], [1.980, -4.872, 1.981], [0.518, -3.633, 3.858], [0.586, -1.917, 5.574], [-0.466, -0.494, 5.288], [1.211, -0.427, 4.842], [0.394, 2.711, 4.248], [0.635, 5.144, 4.603], [0.201, 6.714, 2.747], [-0.491, 5.859, 0.534], [-0.706, 3.434, 0.159], [4.435, -0.382, 1.162], [2.844, -0.570, 0.364], [1.820, -0.303, 1.540], [2.724, 1.031, -0.416], [2.930, 1.149, -1.786], [2.906, 2.409, -2.367], [2.699, 3.533, -1.578], [2.511, 3.406, -0.208], [2.507, 2.148, 0.385], [4.516, 0.587, 1.648], [5.206, -0.480, 0.399], [4.551, -1.177, 1.893], [3.115, 0.264, -2.376], [3.080, 2.507, -3.426], [2.703, 4.513, -2.032], [2.408, 4.284, 0.411], [2.408, 2.046, 1.463], [0.690, -0.462, -0.874], [-0.881, -0.967, -1.429], [-1.666, 0.565, -2.440], [-1.032, 1.806, -2.500], [-1.603, 2.806, -3.273], [-2.786, 2.569, -3.962], [-3.418, 1.332, -3.890], [-2.856, 0.312, -3.137], [-2.041, -1.417, 0.215], [-2.262, -2.775, 0.514], [-3.287, -3.145, 1.374], [-4.101, -2.176, 1.948], [-3.901, -0.833, 1.657], [-2.904, -0.442, 0.769], [-0.449, -2.387, -2.864], [-0.722, -3.751, -2.851], [-0.155, -4.538, -3.850], [0.649, -3.978, -4.832], [0.875, -2.605, -4.858], [0.316, -1.797, -3.879], [-0.100, 1.963, -1.956], [-1.124, 3.771, -3.349], [-3.215, 3.351, -4.572], [-4.341, 1.163, -4.426], [-3.306, -0.682, -3.070], [-1.674, -3.545, 0.018], [-3.487, -4.193, 1.543], [-4.923, -2.474, 2.585], [-4.556, -0.087, 2.086], [-2.866, 0.602, 0.441], [-1.374, -4.206, -2.116], [-0.345, -5.603, -3.852], [1.092, -4.608, -5.589], [1.485, -2.167, -5.638], [0.454, -0.709, -3.887]],
  "atomic_forces_ev_per_a": [[0.79, -0.96, 3.51], [0.01, 0.04, -0.36], [-0.29, -0.11, -0.02], [0.33, -2.38, 0.93], [-0.11, 0.49, 0.20], [-0.09, -1.44, 0.27], [-0.30, 0.19, 0.27], [0.05, 0.35, 1.59], [0.24, -0.85, 0.05], [-0.90, 2.13, 1.19], [-2.22, 3.04, -0.54], [0.01, 0.10, -0.36], [-0.02, -0.21, -0.15], [0.07, -0.09, 0.12], [-0.13, -0.14, -0.07], [-0.01, -0.01, -0.06], [-0.17, -0.21, 0.10], [-0.04, 0.00, 0.06], [-0.06, 0.05, 0.00], [0.03, 0.10, 0.07], [0.10, -0.01, 0.07], [0.01, -0.08, -0.08], [0.00, -0.04, 0.06], [0.06, -0.06, -0.07], [0.06, 0.00, 0.18], [0.02, 0.03, 0.09], [0.03, 0.08, 0.03], [0.00, 0.11, -0.07], [0.00, 0.09, -0.06], [-0.15, -0.13, 0.60], [3.92, 0.87, -1.29], [1.01, 0.24, 0.97], [0.42, 0.46, -0.29], [0.01, -0.27, 0.07], [0.07, -0.12, 0.16], [-0.02, -0.08, -0.02], [0.04, -0.25, 0.07], [0.37, 0.01, 0.14], [-0.13, 0.10, -0.08], [-0.11, -0.05, -0.25], [0.03, -0.21, 0.03], [0.02, -0.07, -0.21], [0.00, 0.03, -0.15], [0.04, 0.08, -0.02], [-0.07, 0.05, 0.05], [0.02, 0.16, -0.13], [0.28, -0.13, -1.46], [-4.09, -1.44, -6.62], [0.12, -0.29, 0.49], [0.28, -0.37, 0.41], [0.06, -0.10, 0.01], [-0.01, -0.07, 0.02], [0.12, -0.08, 0.05], [0.37, -0.59, 0.59], [0.50, 0.56, -0.45], [-0.06, -0.60, -0.14], [0.40, -0.05, -0.55], [0.03, 0.12, 0.02], [0.30, 0.29, -0.24], [-0.81, 0.48, -0.53], [0.14, 0.51, 0.62], [-0.07, 0.17, 0.40], [-0.14, 0.04, 0.11], [0.01, 0.15, 0.03], [-0.11, -0.07, 0.06], [-0.15, 0.70, 0.66], [-0.11, 0.14, -0.15], [0.05, 0.04, 0.00], [-0.04, 0.05, 0.00], [-0.02, -0.06, -0.04], [-0.10, 0.34, -0.21], [0.00, 0.10, 0.23], [0.06, -0.07, 0.05], [-0.03, 0.00, 0.10], [-0.01, 0.06, -0.07], [0.04, -0.42, 0.20], [0.09, -0.02, 0.01], [-0.07, 0.00, -0.01], [0.00, -0.03, -0.02], [-0.06, 0.05, -0.01], [0.09, -0.42, -0.16]],
  "e_above_lowest_ev": 5.3314,
  "homo_energy_ev": -19.47,
  "max_force_ha_per_bohr": 0.1539,
  "lumo_energy_ev": -14.1,
  "total_charge": 4
}

***

{
  "formula": "C37H36BF6N3O5S",
  "method": "ωB97M-V/def2-TZVPD",
  "elements": ["C", "C", "C", "C", "C", "B", "C", "C", "C", "C", "F", "F", "F", "C", "C", "C", "F", "F", "F", "C", "O", "C", "C", "O", "S", "H", "H", "H", "H", "H", "H", "H", "H", "H", "H", "H", "H", "C", "N", "C", "O", "C", "C", "C", "C", "C", "C", "C", "C", "N", "C", "C", "C", "C", "C", "C", "N", "O", "O", "C", "C", "C", "C", "C", "C", "H", "H", "H", "H", "H", "H", "H", "H", "H", "H", "H", "H", "H", "H", "H", "H", "H", "H", "H", "H", "H", "H", "H", "H"],
  "coordinates": [[-5.260, -0.688, -2.512], [-3.848, -1.066, -2.737], [-3.369, -2.271, -3.278], [-1.971, -2.318, -3.385], [-1.342, -1.139, -2.919], [-3.059, -1.860, 1.934], [-0.048, -0.630, -3.405], [0.327, 0.720, -3.263], [1.669, 1.081, -3.317], [2.068, 2.489, -2.945], [3.405, 2.620, -2.688], [1.746, 3.393, -3.910], [1.418, 2.885, -1.794], [2.627, 0.158, -3.726], [2.230, -1.146, -3.975], [3.295, -2.141, -4.354], [2.805, -3.413, -4.394], [3.819, -1.859, -5.588], [4.335, -2.136, -3.466], [0.898, -1.532, -3.918], [-3.312, -0.717, 2.586], [-4.343, -1.120, 3.619], [-4.655, -2.590, 3.344], [-3.749, -2.986, 2.172], [-2.583, 0.067, -2.519], [-5.881, -1.540, -2.809], [-5.464, -0.454, -1.460], [-5.531, 0.171, -3.137], [-4.046, -3.072, -3.587], [-1.414, -3.219, -3.671], [-0.416, 1.502, -3.094], [3.661, 0.461, -3.875], [0.602, -2.527, -4.233], [-3.865, -0.971, 4.601], [-5.224, -0.480, 3.508], [-4.365, -3.224, 4.196], [-5.707, -2.754, 3.061], [4.183, 1.700, 2.179], [2.780, 1.724, 1.825], [1.942, 2.651, 2.392], [2.302, 3.637, 3.030], [0.511, 2.246, 2.022], [-0.363, 3.400, 1.529], [-0.536, 4.518, 2.539], [-0.474, 5.854, 2.125], [-0.508, 6.883, 3.073], [-0.644, 6.579, 4.434], [-0.786, 5.245, 4.836], [-0.770, 4.220, 3.886], [0.736, 1.224, 1.007], [-0.339, 0.561, 0.493], [-0.209, -0.441, -0.442], [-1.102, -1.508, -0.751], [-0.509, -2.875, -0.792], [0.854, -3.019, -1.069], [1.461, -4.268, -0.856], [2.833, -4.250, -0.461], [3.388, -5.326, -0.161], [3.418, -3.140, -0.358], [0.703, -5.434, -0.687], [-0.669, -5.306, -0.509], [-1.257, -4.033, -0.483], [2.094, 0.615, 1.168], [2.802, 0.257, -0.140], [2.040, -0.638, 2.059], [4.456, 2.668, 2.613], [4.394, 0.909, 2.912], [4.792, 1.517, 1.289], [0.051, 1.790, 2.923], [0.081, 3.794, 0.601], [-1.351, 2.994, 1.264], [-0.369, 6.070, 1.058], [-0.414, 7.919, 2.746], [-0.634, 7.375, 5.180], [-0.895, 4.990, 5.891], [-0.915, 3.179, 4.183], [-1.336, 0.899, 0.812], [0.676, -0.396, -1.085], [-2.091, -1.456, -0.248], [1.506, -2.194, -1.359], [1.233, -6.376, -0.619], [-1.276, -6.197, -0.354], [-2.310, -3.914, -0.205], [2.569, 1.012, -0.898], [3.892, 0.241, 0.009], [2.524, -0.751, -0.470], [1.710, -0.367, 3.071], [1.346, -1.366, 1.623], [3.032, -1.110, 2.119]],
  "atomic_forces_ev_per_a": [[-0.39, -0.22, -0.06], [0.94, -0.68, -1.07], [-0.43, 0.67, 0.62], [0.24, 0.43, 0.42], [-1.42, 0.48, -1.85], [1.68, 0.04, -2.33], [0.23, -0.05, -0.07], [-0.01, -0.12, 0.38], [0.14, -0.06, -0.70], [0.09, 0.86, 0.42], [-1.18, -0.20, -0.39], [0.24, -0.57, 0.68], [0.51, -0.25, -1.13], [0.07, 0.29, 0.40], [0.09, -0.11, -0.59], [0.52, -0.47, -0.29], [0.47, 0.88, -0.05], [-0.29, -0.35, 0.96], [-0.92, 0.02, -0.84], [0.13, 0.28, 0.58], [-1.22, -0.23, 1.36], [0.51, 0.37, -0.08], [0.41, -0.47, -0.31], [-1.32, 0.39, 1.66], [-0.10, -0.68, -0.36], [-0.06, 0.23, 0.12], [0.04, 0.01, -0.18], [-0.04, -0.10, 0.23], [0.30, 0.21, 0.29], [-0.27, 0.54, -0.07], [0.17, -0.37, 0.37], [-0.16, -0.14, 0.32], [0.13, 0.03, 0.38], [-0.33, 0.01, -0.39], [0.33, -0.04, 0.02], [-0.26, 0.11, -0.43], [0.55, -0.07, 0.03], [0.22, -0.23, -0.06], [-0.37, 0.61, 0.54], [0.57, 0.69, -0.05], [-0.53, -1.21, -0.56], [0.14, 0.06, 0.43], [-0.09, 0.12, -0.28], [-0.21, 0.07, 0.06], [0.18, -0.16, 0.39], [-0.12, -0.25, 0.10], [0.08, -0.26, -0.23], [-0.08, -0.01, -0.31], [0.14, 0.43, -0.06], [-0.11, -0.11, -0.16], [-0.09, -0.51, -1.01], [0.81, 0.97, -0.17], [-0.43, -0.67, 2.30], [0.22, 0.09, -0.24], [0.35, -0.70, 0.34], [-1.77, 0.42, 0.08], [3.28, -0.08, 0.48], [-1.07, 1.77, -0.63], [-1.20, -2.05, -0.35], [0.66, 0.47, 0.19], [-0.33, 0.51, -0.34], [0.06, -0.15, -0.24], [-0.01, -0.18, -0.04], [0.09, 0.20, -0.14], [-0.03, 0.08, 0.13], [-0.21, -0.23, -0.14], [-0.02, 0.16, -0.11], [-0.02, 0.12, 0.20], [0.18, 0.17, -0.28], [-0.13, -0.09, 0.26], [0.21, 0.08, 0.02], [0.09, 0.02, 0.39], [-0.06, -0.28, 0.12], [-0.02, -0.21, -0.23], [-0.04, 0.15, -0.27], [0.15, 0.38, 0.08], [0.50, -0.52, 0.45], [0.06, -0.40, 1.08], [-0.12, -0.17, -0.66], [-0.38, -0.27, 0.47], [-0.19, 0.04, 0.18], [0.13, 0.27, 0.06], [0.41, -0.06, -0.08], [0.13, -0.33, 0.23], [-0.38, -0.01, 0.01], [0.15, 0.41, 0.07], [0.01, -0.13, -0.19], [0.11, 0.12, 0.11], [-0.28, 0.17, -0.02]],
  "e_above_lowest_ev": 3.9629,
  "homo_energy_ev": -5.58,
  "max_force_ha_per_bohr": 0.0645,
  "lumo_energy_ev": -1.7
}